[1]
Computed, not measured: a molecular structure, C26H33O5V at a distorted geometry, with ωB97M-V/def2-TZVPD.

- max |F| (eV/A) = 2.86
- spin multiplicity = 3
- energy relative to the best compared isomer or geometry (same formula, charge and spin) (kJ/mol) = 0.0
- gap between HOMO and LUMO (alpha / beta) (eV) = 7.0921 / 7.7789
- <S²> = 2.041

Last column: natural (NBO) charge in e.
Geometry (Å):
1 O -0.362 -7.473 -0.335  -0.563
2 C -1.409 -8.131 0.483  -0.062
3 C -0.826 -9.529 0.272  -0.461
4 H -2.391 -7.959 0.031  0.184
5 H -1.395 -7.785 1.521  0.184
6 C 0.210 -8.790 -0.613  0.278
7 H -1.455 -10.213 -0.294  0.212
8 H -0.382 -10.002 1.144  0.212
9 C 0.050 -9.194 -2.063  -0.626
10 H -1.007 -9.151 -2.344  0.212
11 H 0.425 -10.221 -2.177  0.213
12 H 0.624 -8.544 -2.728  0.216
13 C 1.642 -8.950 -0.138  -0.627
14 H 1.733 -8.704 0.924  0.215
15 H 2.327 -8.328 -0.725  0.216
16 H 1.928 -9.999 -0.292  0.214
17 V 0.367 0.328 -0.002  1.275
18 C 1.744 1.220 1.443  -0.350
19 C 0.470 1.369 2.067  -0.239
20 C -0.070 0.061 2.316  -0.278
21 H 0.032 2.303 2.407  0.271
22 C 0.882 -0.907 1.856  -0.318
23 C 2.008 -0.201 1.303  -0.358
24 H 2.928 -0.649 0.939  0.252
25 H 2.438 2.023 1.208  0.254
26 H -0.990 -0.152 2.861  0.254
27 H 0.842 -1.971 2.053  0.248
28 C 0.803 1.561 -1.906  -0.309
29 C 1.886 0.660 -1.586  -0.337
30 C 1.399 -0.681 -1.733  -0.351
31 H 2.914 0.956 -1.372  0.246
32 C 0.026 -0.607 -2.165  -0.290
33 C -0.339 0.772 -2.245  -0.246
34 H -1.282 1.149 -2.635  0.261
35 H 0.891 2.645 -1.979  0.268
36 H 1.995 -1.590 -1.682  0.248
37 H -0.585 -1.448 -2.484  0.260
38 O -0.944 -2.617 -0.287  -0.550
39 C 0.048 -3.648 -0.264  -0.066
40 C -0.515 -4.795 0.551  -0.457
41 H 1.007 -3.281 0.145  0.167
42 H 0.224 -3.962 -1.301  0.173
43 C -2.033 -4.532 0.578  -0.430
44 H -0.091 -4.773 1.569  0.188
45 H -0.274 -5.737 0.065  0.279
46 C -2.049 -3.014 0.548  -0.065
47 H -2.518 -4.966 1.456  0.217
48 H -2.487 -4.934 -0.344  0.204
49 H -1.891 -2.604 1.560  0.159
50 H -2.973 -2.596 0.134  0.200
51 O -4.540 2.297 -0.045  -0.708
52 C -4.144 3.570 -0.104  0.446
53 C -5.102 4.597 -0.240  -0.324
54 C -4.684 5.916 -0.325  -0.174
55 C -3.320 6.239 -0.275  -0.285
56 C -2.365 5.222 -0.148  -0.132
57 C -2.754 3.888 -0.049  -0.297
58 C -1.744 2.791 0.067  0.777
59 O -0.528 3.109 0.159  -0.711
60 O -2.164 1.565 0.048  -0.761
61 H -3.649 1.762 0.003  0.506
62 H -6.158 4.325 -0.284  0.218
63 H -5.427 6.710 -0.436  0.209
64 H -2.993 7.278 -0.338  0.209
65 H -1.297 5.439 -0.124  0.229



[2]
Computed, not measured: a molecular structure, C26H33O5Zn at a distorted geometry, with ωB97M-V/def2-TZVPD.

- max |F| (eV/A) = 5.01
- energy relative to the best compared isomer or geometry (same formula, charge and spin) (kJ/mol) = 189.2
- gap between HOMO and LUMO (eV) = 5.4201
- total charge = -1

Last column: natural (NBO) charge in e.
Geometry (Å):
1 O -0.476 -0.062 -4.559  -0.711
2 C -1.073 0.944 -5.614  -0.036
3 C -0.418 0.222 -6.761  -0.483
4 H -0.712 1.950 -5.392  0.216
5 H -2.167 0.863 -5.590  0.203
6 C -0.127 -0.902 -5.760  0.316
7 H 0.525 0.660 -7.077  0.226
8 H -1.004 -0.110 -7.619  0.223
9 C 1.322 -1.316 -5.835  -0.644
10 H 1.958 -0.504 -5.438  0.230
11 H 1.577 -1.472 -6.900  0.220
12 H 1.518 -2.250 -5.287  0.233
13 C -1.099 -2.076 -5.774  -0.656
14 H -2.123 -1.689 -5.703  0.216
15 H -0.902 -2.735 -4.911  0.239
16 H -0.991 -2.683 -6.682  0.225
17 Zn -0.862 -0.816 -2.903  1.524
18 C -3.014 -1.017 0.485  -0.268
19 C -2.516 0.337 0.409  -0.237
20 C -2.191 0.625 -0.918  -0.273
21 H -2.499 1.033 1.239  0.217
22 C -2.592 -0.505 -1.766  -0.767
23 C -3.028 -1.544 -0.816  -0.247
24 H -3.296 -2.562 -1.118  0.193
25 H -3.336 -1.495 1.414  0.206
26 H -1.727 1.528 -1.321  0.200
27 H -3.125 -0.345 -2.726  0.223
28 C 0.812 -2.036 -0.055  -0.259
29 C 0.237 -3.105 -0.803  -0.275
30 C 0.343 -2.817 -2.183  -0.426
31 H -0.172 -4.020 -0.363  0.203
32 C 1.044 -1.530 -2.316  -0.685
33 C 1.284 -1.066 -0.958  -0.240
34 H 1.864 -0.175 -0.717  0.227
35 H 0.933 -2.006 1.021  0.233
36 H 0.145 -3.516 -3.003  0.193
37 H 1.684 -1.232 -3.154  0.221
38 O 3.091 2.921 -5.492  -0.547
39 C 2.929 1.945 -4.452  -0.069
40 C 1.929 2.494 -3.411  -0.443
41 H 3.896 1.774 -3.923  0.175
42 H 2.563 1.003 -4.922  0.165
43 C 1.550 3.915 -3.904  -0.427
44 H 2.461 2.645 -2.443  0.234
45 H 1.085 1.811 -3.260  0.223
46 C 2.685 4.211 -4.901  -0.077
47 H 1.517 4.615 -3.074  0.233
48 H 0.580 3.830 -4.432  0.184
49 H 3.524 4.646 -4.314  0.166
50 H 2.408 4.908 -5.702  0.188
51 O 2.178 3.124 1.134  -0.771
52 C 2.062 2.851 2.377  0.420
53 C 2.752 3.568 3.417  -0.343
54 C 2.613 3.215 4.750  -0.192
55 C 1.783 2.143 5.139  -0.337
56 C 1.100 1.406 4.162  -0.137
57 C 1.191 1.761 2.823  -0.317
58 C 0.402 0.972 1.838  0.779
59 O -0.251 -0.007 2.192  -0.662
60 O 0.460 1.408 0.577  -0.726
61 H 1.156 2.222 0.597  0.501
62 H 3.390 4.393 3.102  0.197
63 H 3.160 3.786 5.503  0.189
64 H 1.666 1.865 6.190  0.190
65 H 0.473 0.547 4.427  0.224



[3]
Computed, not measured: a molecular structure, C26H34Br3Cl34NO4Si2 at a distorted geometry, with ωB97M-V/def2-TZVPD.

- max |F| (eV/A) = 3.93
- gap between HOMO and LUMO (eV) = 8.3737

Last column: Löwdin charge in e.
Geometry (Å):
1 C -2.974 1.959 4.609  -0.093
2 C -1.904 2.190 3.521  -0.288
3 O -2.075 1.306 2.409  -0.216
4 C -0.767 1.184 1.778  -0.270
5 Si -1.150 0.829 -0.050  0.571
6 C -1.761 2.476 -0.805  -0.212
7 C -0.672 3.300 -1.549  -0.252
8 C -1.387 4.323 -2.490  -0.114
9 C -2.242 5.350 -1.745  -0.561
10 O -3.392 5.243 -1.697  0.163
11 O -1.592 6.415 -1.168  0.089
12 C -2.720 -0.278 -0.044  -0.308
13 N -2.618 -1.430 -0.975  -0.150
14 C -3.630 -2.435 -0.540  -0.179
15 O 0.011 0.011 -0.961  -0.277
16 Si 1.405 -0.560 -0.239  0.338
17 C 1.158 -1.827 1.155  -0.689
18 Br -0.593 -2.427 1.764  0.826
19 C 2.177 -2.409 1.762  -0.790
20 C 1.992 -3.469 2.865  -0.242
21 Br 4.022 -1.999 1.346  0.788
22 C 2.188 -1.674 -1.606  -0.673
23 Br 0.690 -2.914 -2.102  0.689
24 C 2.561 -0.910 -2.899  -0.350
25 C 4.104 -0.598 -2.854  -0.166
26 C 2.720 0.787 0.097  -0.660
27 Cl 2.494 2.047 -1.223  0.672
28 C 2.664 1.597 1.421  -0.763
29 C 4.017 2.392 1.536  -0.158
30 Cl 2.537 0.653 2.937  0.637
31 H -2.647 1.084 5.192  0.043
32 H -3.933 1.778 4.106  0.076
33 H -3.011 2.806 5.310  0.075
34 H -1.871 3.241 3.162  0.123
35 H -0.920 2.011 4.000  0.115
36 H -0.303 2.184 1.872  0.082
37 H -0.237 0.395 2.336  0.042
38 H -2.269 3.036 0.004  0.096
39 H -2.565 2.205 -1.517  0.088
40 H -0.002 3.804 -0.833  0.101
41 H -0.119 2.611 -2.201  0.075
42 H -2.043 3.752 -3.160  0.124
43 H -0.609 4.803 -3.113  0.117
44 H -0.865 6.613 -1.778  0.107
45 H -2.819 -0.686 0.989  0.049
46 H -3.632 0.317 -0.218  0.046
47 H -1.731 -1.891 -0.789  -0.017
48 H -3.160 -3.213 0.097  0.052
49 H -4.411 -1.978 0.092  0.059
50 H -4.156 -2.886 -1.389  0.017
51 H 1.476 -4.313 2.385  0.045
52 H 2.966 -3.773 3.273  0.039
53 H 1.381 -3.004 3.652  0.031
54 H 2.968 -2.329 -1.208  0.015
55 H 1.953 -0.020 -3.098  0.075
56 H 2.449 -1.612 -3.740  0.035
57 H 4.569 -1.265 -2.101  0.068
58 H 4.610 -0.819 -3.803  0.041
59 H 4.330 0.425 -2.534  -0.001
60 H 3.736 0.395 -0.064  0.033
61 H 1.899 2.381 1.305  0.078
62 H 4.748 1.656 1.926  -0.006
63 H 3.958 3.202 2.274  0.083
64 H 4.404 2.716 0.562  0.060
65 C -1.977 -5.382 4.265  -2.038
66 Cl -3.039 -6.694 4.792  0.532
67 Cl -1.542 -4.379 5.657  0.523
68 Cl -0.511 -6.066 3.550  0.542
69 Cl -2.818 -4.391 3.065  0.488
70 C 2.663 -4.745 -5.864  -2.042
71 Cl 3.685 -3.895 -4.693  0.537
72 Cl 1.323 -5.532 -5.020  0.516
73 Cl 2.022 -3.583 -7.035  0.521
74 Cl 3.627 -5.965 -6.708  0.522
75 C 4.704 1.942 -6.215  -2.032
76 Cl 6.325 2.640 -6.082  0.525
77 Cl 4.824 0.276 -6.802  0.527
78 Cl 3.927 1.948 -4.627  0.566
79 Cl 3.741 2.899 -7.350  0.525
80 C -5.506 1.070 7.930  -2.047
81 Cl -4.715 1.944 9.250  0.518
82 Cl -6.903 0.188 8.561  0.521
83 Cl -6.042 2.220 6.698  0.529
84 Cl -4.362 -0.074 7.213  0.533
85 C 8.269 1.434 1.727  -2.025
86 Cl 8.418 2.510 0.331  0.534
87 Cl 8.049 2.395 3.195  0.535
88 Cl 6.867 0.374 1.505  0.489
89 Cl 9.731 0.451 1.876  0.539
90 C 4.959 -1.564 5.348  -1.995
91 Cl 3.281 -1.616 4.795  0.554
92 Cl 5.534 -3.210 5.659  0.541
93 Cl 5.949 -0.817 4.087  0.468
94 Cl 5.064 -0.607 6.833  0.540
95 C -6.566 -1.274 -2.825  -2.015
96 Cl -8.185 -0.726 -3.286  0.510
97 Cl -5.711 0.039 -2.011  0.569
98 Cl -6.704 -2.663 -1.734  0.554
99 Cl -5.669 -1.753 -4.272  0.515
100 C -8.423 -0.031 -7.410  -2.050
101 Cl -6.830 -0.798 -7.467  0.504
102 Cl -8.873 0.514 -9.033  0.519
103 Cl -9.619 -1.198 -6.828  0.512
104 Cl -8.371 1.358 -6.317  0.511



[4]
Computed, not measured: a molecular structure, C26H34ClO2Pb at a distorted geometry, with ωB97M-V/def2-TZVPD.

- max |F| (eV/A) = 4.81
- gap between HOMO and LUMO (eV) = 4.7741
- total charge = -1

Last column: natural (NBO) charge in e.
Geometry (Å):
1 O -0.887 2.760 -1.646  -0.527
2 C -0.078 3.401 -2.687  -0.061
3 C -1.239 4.239 -3.210  -0.464
4 H 0.306 2.661 -3.403  0.162
5 H 0.737 3.985 -2.243  0.191
6 C -2.028 3.568 -2.057  0.271
7 H -1.585 3.945 -4.202  0.198
8 H -1.121 5.317 -3.097  0.204
9 C -3.166 2.703 -2.558  -0.628
10 H -2.829 2.100 -3.414  0.201
11 H -4.004 3.345 -2.864  0.201
12 H -3.525 2.034 -1.765  0.235
13 C -2.426 4.529 -0.954  -0.629
14 H -1.584 5.180 -0.687  0.216
15 H -2.755 3.983 -0.060  0.234
16 H -3.252 5.162 -1.297  0.196
17 Pb 0.893 -1.603 0.061  1.364
18 C 1.355 1.973 2.585  -0.299
19 C 2.578 1.291 2.336  -0.369
20 C 2.762 1.217 0.928  -0.385
21 H 3.279 0.925 3.085  0.191
22 C 1.675 1.894 0.310  -0.372
23 C 0.821 2.382 1.334  -0.332
24 H -0.076 2.976 1.173  0.192
25 H 0.919 2.151 3.566  0.190
26 H 3.614 0.780 0.411  0.186
27 H 1.535 2.073 -0.751  0.180
28 C -1.413 -0.456 2.729  -0.335
29 C -1.639 0.778 2.080  -0.269
30 C -1.825 0.528 0.705  -0.303
31 H -1.679 1.749 2.573  0.199
32 C -1.846 -0.881 0.512  -0.457
33 C -1.544 -1.491 1.772  -0.415
34 H -1.484 -2.558 1.976  0.208
35 H -1.193 -0.572 3.785  0.204
36 H -1.920 1.289 -0.072  0.200
37 H -2.143 -1.390 -0.404  0.191
38 O 1.070 -2.053 -2.159  -0.650
39 C 0.343 -1.043 -2.971  -0.084
40 C 0.595 -1.373 -4.435  -0.434
41 H 0.720 -0.050 -2.689  0.217
42 H -0.720 -1.118 -2.703  0.210
43 C 1.597 -2.537 -4.483  -0.430
44 H 0.978 -0.505 -4.977  0.219
45 H -0.345 -1.685 -4.897  0.212
46 C 1.850 -2.957 -3.040  -0.075
47 H 2.532 -2.226 -4.959  0.213
48 H 1.190 -3.369 -5.068  0.212
49 H 2.905 -2.831 -2.774  0.193
50 H 1.522 -3.983 -2.832  0.189
51 Cl 1.779 -0.755 4.678  0.020
52 C 1.134 -2.311 4.364  -0.072
53 C 0.361 -2.893 5.355  -0.215
54 C -0.222 -4.147 5.149  -0.274
55 C -0.009 -4.812 3.940  -0.236
56 C 0.776 -4.237 2.947  -0.196
57 C 1.375 -2.957 3.120  -0.050
58 C 2.154 -2.324 2.075  -0.986
59 H 0.189 -2.336 6.271  0.213
60 H -0.869 -4.568 5.914  0.199
61 H -0.463 -5.794 3.788  0.196
62 H 0.925 -4.780 2.008  0.184
63 H 2.817 -2.976 1.507  0.195
64 H 2.583 -1.348 2.318  0.259